C34H73Cl2O29P4V as an isolated structure in a non-equilibrium geometry. Source: the Open Molecules 2025 dataset; level of theory: wB97M-V/def2-TZVPD.

Atoms and positions in Å:
O1 -0.485846 -0.960408 -0.090764
V1 -2.012066 -1.396618 -0.028424
C1 -2.858566 -0.359398 -4.165414
C2 -2.412206 -0.909338 -2.880924
C3 -2.133486 -2.428628 -2.815374
O2 -1.710486 -2.858758 -1.716934
C4 -2.140716 -3.209488 -4.004904
C5 -2.397996 -2.616318 -5.207894
C6 -2.808216 -1.117458 -5.255844
O3 -3.319406 -0.551778 -6.318324
O4 -2.371626 -3.392518 -6.230694
O5 -2.471636 -0.251798 -1.828674
H1 -3.037186 0.704372 -4.219224
H2 -1.821686 -4.240318 -3.960014
C7 -0.837116 -3.981228 3.139186
C8 -1.496656 -3.058618 2.067156
O6 -1.903106 -1.892288 2.271826
O7 -1.466136 -3.461158 0.901186
H3 -1.640036 -4.423768 3.728736
H4 -0.160006 -3.424458 3.786966
H5 -0.349526 -4.864908 2.727516
Cl1 -2.380586 -8.340088 -0.073104
C9 -1.370606 -7.036438 0.614666
C10 -0.518496 -6.220248 -0.370624
Cl2 0.487184 -7.459138 -1.321154
H6 -0.797156 -7.600998 1.349876
H7 -2.065646 -6.414628 1.178916
H8 0.149184 -5.527018 0.140956
H9 -1.077206 -5.616508 -1.085774
C11 4.372564 2.512232 6.643516
O8 3.500714 1.967802 5.650606
P1 2.343804 0.948892 6.185416
O9 1.538074 1.391382 7.356396
O10 1.529924 0.547712 4.807796
C12 0.797444 -0.665958 4.881086
O11 3.237364 -0.362568 6.447076
C13 3.810674 -0.816748 7.733646
H10 4.253894 3.594822 6.598546
H11 5.397414 2.341392 6.313986
H12 4.259014 2.090112 7.642026
H13 -0.174156 -0.543888 4.402346
H14 0.470644 -0.955968 5.879686
H15 1.256394 -1.484128 4.326056
H16 3.270594 -1.645128 8.192136
H17 3.770614 0.004772 8.448906
H18 4.865024 -1.088708 7.683886
C14 -7.010926 -1.256688 -0.499864
O12 -6.575716 -2.219988 0.478126
P2 -5.097716 -2.852658 0.481566
O13 -4.095306 -1.886348 0.024156
O14 -4.934626 -3.406088 2.012566
C15 -5.147606 -2.451268 3.030606
O15 -5.364086 -4.183898 -0.468694
C16 -4.480816 -5.325928 -0.443634
H19 -6.220436 -1.157408 -1.243754
H20 -7.417906 -0.340528 -0.071944
H21 -7.913966 -1.706428 -0.912604
H22 -6.155196 -2.563138 3.431036
H23 -5.129946 -1.463178 2.570756
H24 -4.452896 -2.434898 3.870366
H25 -3.718466 -5.159108 -1.204614
H26 -5.038246 -6.246908 -0.614454
H27 -3.962746 -5.506528 0.498216
C17 4.244694 -3.322858 1.585306
O16 4.407254 -2.353338 0.540136
P3 3.134434 -1.944678 -0.315344
O17 3.397314 -0.925308 -1.359294
O18 2.012524 -1.481768 0.837106
C18 2.309584 -0.406138 1.743006
O19 2.627954 -3.371778 -0.880924
C19 1.408934 -3.452188 -1.509694
H28 5.175344 -3.638338 2.056956
H29 3.770114 -4.207808 1.161346
H30 3.566284 -2.985248 2.368816
H31 2.919044 0.339602 1.232586
H32 2.857694 -0.784188 2.605996
H33 1.362094 0.044152 2.038986
H34 1.197344 -2.663188 -2.231354
H35 0.637894 -3.553808 -0.745964
H36 1.368024 -4.430148 -1.989304
C20 -4.188826 1.471632 3.568116
O20 -4.626256 1.523122 2.213796
P4 -3.415276 1.711512 1.136586
O21 -2.741096 0.414852 0.781216
O22 -4.102826 2.576812 -0.024234
C21 -5.082486 1.987712 -0.898954
O23 -2.371506 2.771202 1.694486
C22 -2.728976 4.153332 1.793696
H37 -4.841156 0.801852 4.128436
H38 -4.203566 2.413232 4.116996
H39 -3.154216 1.170542 3.732536
H40 -5.849396 1.462692 -0.329474
H41 -4.562516 1.171312 -1.400164
H42 -5.518516 2.637722 -1.657554
H43 -2.773566 4.599622 0.800256
H44 -2.134476 4.750192 2.485386
H45 -3.687026 4.260182 2.302446
C23 2.766464 0.034902 -4.847264
O24 1.583084 0.790572 -5.031614
C24 0.850674 1.102912 -3.862164
C25 -0.209336 2.156252 -4.291074
O25 0.318064 3.394302 -4.799644
C26 1.218524 4.108082 -4.003944
C27 1.179304 5.635732 -4.369964
O26 1.560744 5.781862 -5.677174
C28 1.818904 7.109892 -6.078344
H46 3.510614 0.628162 -4.315874
H47 3.119844 -0.076338 -5.872364
H48 2.560184 -0.876278 -4.285754
H49 1.501144 1.434362 -3.052764
H50 0.427624 0.195542 -3.431094
H51 -1.026976 2.440332 -3.628594
H52 -0.735636 1.750372 -5.154994
H53 2.197924 3.630182 -4.025864
H54 0.976824 4.085152 -2.941324
H55 1.828854 6.209942 -3.709314
H56 0.210724 6.122382 -4.255434
H57 1.949204 7.263222 -7.149614
H58 2.640484 7.483752 -5.467334
H59 0.934844 7.727132 -5.918464
C29 0.041164 2.355302 -0.384364
O27 1.361994 2.937732 -0.524014
C30 1.817994 3.668402 0.612246
C31 3.245784 4.267312 0.217266
O28 4.329304 3.400382 0.469226
C32 4.336984 2.268532 -0.387324
C33 4.626694 2.604372 -1.842044
O29 5.867894 3.413872 -1.936764
C34 6.966434 2.503022 -2.039574
H60 -0.347976 1.774282 -1.220474
H61 -0.621406 3.220422 -0.358444
H62 -0.025136 1.726002 0.503156
H63 1.908104 3.017372 1.481806
H64 1.039384 4.383802 0.876956
H65 3.404014 5.128512 0.866416
H66 3.300124 4.575122 -0.826954
H67 3.395114 1.725952 -0.306234
H68 5.082734 1.514272 -0.136224
H69 3.804424 3.192662 -2.249324
H70 4.517544 1.700982 -2.442104
H71 7.845364 3.135532 -2.164074
H72 6.950484 1.909142 -2.953444
H73 7.179754 1.939062 -1.131524

Force components x, y, z for each atom (eV/Å):
O -2.06 -0.36 0.43
V 3.25 0.87 -2.35
C 2.36 0.41 6.74
C -2.31 -0.46 -4.62
C 0.87 0.10 -2.86
O -0.54 0.10 2.74
C 0.33 1.24 4.23
C -0.66 -1.95 -4.36
C -2.54 0.24 -6.42
O 1.84 -2.49 1.89
O -0.15 2.78 1.53
O 0.38 -0.02 3.02
H -0.27 -0.02 -0.08
H -0.09 -0.06 -0.02
C -1.11 0.37 -0.09
C 1.59 -0.16 0.35
O -0.51 0.46 1.29
O -0.39 -1.42 -1.47
H -0.12 0.28 0.42
H -0.12 -0.03 -0.02
H 0.22 0.43 -0.45
Cl -0.25 0.14 -0.49
C 0.05 0.23 0.46
C -0.05 -1.29 -0.17
Cl -0.29 1.02 0.46
H 0.48 0.44 -0.17
H 0.19 0.31 -0.21
H 0.02 -0.36 0.13
H -0.16 -0.29 0.02
C 0.63 0.51 -0.59
O -1.87 -0.93 0.17
P 0.36 -0.12 -0.24
O 0.89 -0.41 -1.36
O 1.68 0.90 2.04
C -1.66 -0.64 -0.36
O 0.39 -1.03 0.98
C -0.64 1.19 0.07
H -0.24 -0.05 0.54
H 0.00 -0.31 -0.04
H -0.31 0.21 -0.07
H 0.08 0.49 -0.45
H 0.74 -0.02 0.32
H 0.50 0.13 0.34
H -0.30 -0.01 -0.56
H -0.20 0.05 0.00
H -0.12 0.01 -0.88
C -0.60 -1.05 -0.38
O 1.08 -0.10 0.75
P -2.29 -2.48 -0.06
O 0.18 -0.10 -0.05
O 0.24 -0.29 -2.17
C -0.91 1.55 0.27
O 0.62 1.83 2.34
C 0.77 -0.20 -0.21
H -0.32 0.54 -0.07
H 0.88 0.14 0.44
H 0.24 -0.14 -0.56
H -0.06 -0.26 0.00
H 0.20 0.27 0.27
H 0.44 -0.63 -0.51
H -0.07 -0.21 -0.08
H -0.28 0.38 -0.36
H -0.18 0.58 0.26
C -0.80 -0.71 -0.02
O 0.39 -0.13 0.36
P -1.52 0.89 0.09
O -0.04 -0.84 1.19
O 1.47 -1.25 -1.40
C 0.18 -0.10 -0.77
O 2.53 1.85 1.84
C -2.43 -1.32 -0.50
H 0.25 0.53 -0.47
H 0.12 -0.13 -0.04
H 0.05 0.39 -0.02
H -0.01 0.13 0.13
H -0.04 0.03 0.11
H 0.04 -0.15 -0.01
H 0.05 0.07 0.18
H -0.35 0.76 -0.13
H 0.24 0.12 -0.49
C 0.17 -0.31 1.55
O 1.48 0.62 -0.69
P 0.28 -0.83 -1.09
O -1.35 2.39 1.01
O 0.06 -0.30 0.71
C 0.36 -2.02 -0.18
O -0.17 -0.43 0.35
C -1.03 0.60 0.38
H 0.02 -0.14 -0.27
H -0.52 0.54 -0.59
H 0.03 -0.57 -0.59
H -0.28 0.53 0.22
H 0.06 0.06 -0.48
H 0.42 0.51 0.57
H 0.08 -0.01 0.18
H 1.04 -0.67 -0.36
H -0.53 -0.24 -0.46
C -0.62 0.94 -0.20
O -0.22 0.30 0.08
C -0.21 0.48 -0.08
C 0.27 0.07 -0.77
O 0.01 -0.10 -0.16
C -0.64 1.05 0.59
C 0.17 -1.16 0.47
O 0.85 0.09 -2.45
C -0.80 0.01 0.68
H 0.17 0.01 0.31
H 0.17 -0.68 0.21
H 0.22 -0.28 -0.23
H 0.35 0.58 0.04
H -0.69 -0.14 -0.16
H 0.34 -0.50 0.93
H 0.15 -0.22 -0.08
H 0.48 0.48 -0.51
H -0.48 -0.19 0.39
H 0.54 -0.12 0.37
H -0.66 -0.50 0.33
H 0.63 -0.85 0.02
H 0.24 0.40 -0.26
H -0.28 0.27 0.58
C 0.41 1.15 0.30
O -0.40 -1.00 -0.48
C 0.80 -0.42 -1.44
C -1.16 -0.33 0.98
O 0.12 -0.51 0.27
C -0.06 -0.58 -0.73
C -0.49 1.58 0.45
O -1.17 -2.57 -0.44
C 0.79 1.56 -0.20
H 0.99 -0.14 -0.34
H -0.49 0.02 0.57
H -0.07 0.12 0.14
H 0.31 -0.25 0.18
H 0.20 0.73 -0.03
H 0.14 0.10 -0.09
H -0.56 0.19 0.00
H -0.16 0.08 -0.32
H 0.35 0.46 0.90
H 0.20 0.55 0.03
H 1.04 -0.27 -0.07
H 0.12 0.18 0.04
H -0.44 -0.41 0.18
H -0.49 -0.38 -0.02

Results
Charge ... -1
Multiplicity ... 2
Gap between HOMO and LUMO (alpha / beta) ... 5.81 / 5.81 eV
E_HOMO (alpha / beta) ... -4.251 / -4.251 eV
E_LUMO (alpha / beta) ... 0.057 / 0.057 hartree
Molar mass ... 1191.68 g/mol

Atomic partial charges in e from the Mulliken method, atoms 1 to 99: 0.30 0.30 -1.00 0.80 -0.10 0.42 -1.04 0.11 0.26 -0.77 -0.74 -0.34 0.41 0.49 -1.40 0.48 -0.59 -0.04 0.43 0.04 0.28 -0.21 -0.22 0.60 -0.23 0.50 -0.10 -0.15 -0.11 -0.66 -0.26 0.59 -0.73 0.20 -0.77 -0.30 -0.72 0.28 0.25 0.29 0.35 0.54 0.07 0.28 0.29 0.28 -0.53 -0.38 0.29 0.19 -0.40 -0.41 -0.42 -0.40 0.19 0.24 0.29 0.37 0.00 0.26 0.18 0.38 0.09 -0.58 -0.36 0.13 -0.40 0.96 -0.07 -0.44 0.56 0.28 0.28 0.09 -0.17 0.22 -0.07 -0.08 -0.74 0.50 -0.73 -0.29 -0.94 1.91 -0.42 -0.27 0.20 -1.04 0.32 0.33 0.25 0.13 -0.14 0.37 0.31 0.25 0.40 -0.37 -0.52